54
Properties=species:S:1:pos:R:3:forces:R:3 method="wB97M-V/def2-TZVPD" orbital_gap_ev="6.5 / 7.2" multiplicity=2 charge=-1 s2=0.76 largest_force_ev_per_a=0.5
Au -2.11938 0.89543 0.98573 -0.18 0.00 -0.06
O -2.60096 -1.00114 -0.20344 0.04 0.06 0.36
N -3.61486 -0.85054 -1.02703 0.23 0.14 -0.12
C -3.56953 -1.55768 -2.17973 -0.08 -0.08 -0.02
C -4.57810 -1.49463 -3.10053 0.00 0.05 0.06
C -5.66125 -0.64787 -2.84170 -0.01 -0.05 -0.10
C -5.66864 0.10216 -1.69611 0.10 0.03 0.12
C -4.62134 0.02808 -0.75562 -0.15 -0.10 -0.05
S -4.57176 0.96819 0.66991 -0.08 0.08 0.00
H -2.67840 -2.15718 -2.28471 -0.01 -0.01 0.03
H -4.50684 -2.08232 -4.00343 -0.02 0.00 -0.01
H -6.47878 -0.57097 -3.54656 0.00 0.00 0.00
H -6.47210 0.78985 -1.47506 -0.01 0.00 -0.01
C -1.44392 5.15823 3.23112 0.00 0.00 0.00
C -1.74219 5.11533 1.87723 0.00 0.00 -0.01
C -1.95737 3.89588 1.24493 -0.03 0.02 0.03
C -1.86936 2.70075 1.95399 0.01 -0.09 -0.03
C -1.56883 2.75490 3.31285 0.04 0.01 0.00
C -1.35977 3.97325 3.94798 0.00 -0.01 0.01
H -1.26765 6.10736 3.72213 0.00 0.00 0.00
H -1.80115 6.03431 1.30554 0.00 0.00 0.00
H -2.19052 3.88410 0.18655 -0.01 0.00 0.00
H -1.47653 1.83965 3.88661 0.00 0.00 0.00
H -1.11820 3.99329 5.00430 0.00 0.00 0.00
C 0.36554 -2.65290 -2.63771 0.04 -0.03 0.06
As 0.27921 -1.24334 -1.24311 0.04 -0.02 -0.47
C 0.54853 -2.49727 0.23428 0.01 0.02 0.01
C 2.12394 -0.56176 -1.59278 0.02 -0.05 0.18
C 3.24920 -1.44488 -1.16921 0.04 0.07 0.00
C 3.64513 -1.48363 0.16971 0.03 0.03 0.00
C 4.69217 -2.29071 0.58089 0.00 -0.01 0.00
C 5.36548 -3.08779 -0.33795 -0.01 0.00 0.00
C 4.97883 -3.06525 -1.66901 -0.01 0.00 0.00
C 3.93224 -2.24852 -2.07901 -0.05 -0.06 0.00
H 1.30843 -3.20179 -2.58911 -0.01 0.00 0.01
H 0.26091 -2.20510 -3.62695 -0.01 0.00 0.00
H -0.44867 -3.36456 -2.48624 -0.02 0.02 -0.01
H 1.41351 -3.13833 0.06532 -0.01 -0.01 -0.01
H -0.35692 -3.10353 0.28419 0.00 0.00 0.03
H 0.66197 -1.95987 1.17236 -0.01 0.00 -0.01
H 2.18890 0.40850 -1.09885 -0.02 -0.01 0.02
H 2.13787 -0.39126 -2.67097 0.03 0.04 0.00
H 3.12721 -0.86294 0.89286 0.02 0.02 0.00
H 4.98655 -2.29053 1.62295 0.00 -0.01 0.00
H 6.18790 -3.71509 -0.01786 0.00 0.00 0.00
H 5.49925 -3.67709 -2.39614 0.00 0.00 0.00
H 3.64154 -2.22875 -3.12366 0.02 0.02 0.00
N 0.15800 0.54566 1.23545 0.01 -0.01 0.05
C 1.04860 1.13054 1.70329 0.01 -0.03 -0.05
C 2.14458 1.79765 2.23097 0.04 -0.03 0.01
C 2.77090 1.28669 3.39211 0.00 0.03 -0.01
N 3.28481 0.85839 4.33408 -0.01 -0.01 0.00
C 2.65810 2.94046 1.57228 -0.01 -0.01 0.02
N 3.08372 3.86854 1.03289 0.00 0.00 -0.01

57
Properties=species:S:1:pos:R:3:forces:R:3 method="wB97M-V/def2-TZVPD" orbital_gap_ev=7.8 charge=0 largest_force_ev_per_a=1.1
Sc 0.51016 -0.47550 0.02063 1.08 -0.09 -0.35
Br -6.10394 1.08740 -0.31355 0.04 -0.01 -0.01
C -4.47342 0.14489 -0.20069 -0.02 -0.06 0.00
C -4.45312 -1.24351 -0.17455 -0.06 0.07 0.00
Br -6.06450 -2.22215 -0.24704 0.05 0.00 0.01
C -3.22830 -1.91664 -0.10501 0.03 -0.16 -0.03
Br -3.12885 -3.80213 -0.07689 0.03 0.05 -0.01
C -2.02258 -1.23102 -0.05948 -0.61 0.24 -0.03
O -0.83567 -1.83672 -0.03856 -0.65 -0.71 0.11
C -2.04641 0.19421 -0.02950 -0.55 -0.14 -0.02
O -0.88995 0.84328 0.08673 -0.81 0.64 0.15
C -3.26767 0.84767 -0.13344 0.10 0.09 0.01
Br -3.19847 2.73681 -0.18899 0.00 -0.02 0.00
C -0.09386 -0.34810 3.27396 -0.01 -0.12 -0.01
N 0.85435 -0.39576 2.15601 0.46 -0.03 0.67
C 2.12113 -0.38968 2.42879 -0.25 0.08 0.14
C 3.07922 -0.41027 1.38670 0.46 0.01 -0.30
C 4.47439 -0.35588 1.42175 -0.22 0.01 0.29
C 4.90363 -0.35712 0.09647 0.01 -0.03 -0.19
C 3.75201 -0.41376 -0.68790 0.14 0.02 -0.09
N 2.64200 -0.44376 0.06854 0.61 -0.01 0.43
C -0.22830 -1.67470 3.99344 -0.01 0.06 -0.07
C -0.13893 -1.73756 5.37811 0.05 0.02 -0.04
C -0.27352 -2.95156 6.03833 -0.01 0.00 0.05
C -0.50221 -4.11189 5.31703 0.00 -0.02 0.05
C -0.60288 -4.05445 3.93333 0.00 0.01 -0.05
C -0.46633 -2.84385 3.27334 -0.06 0.04 0.04
H -1.06257 -0.04825 2.86955 0.01 0.04 -0.01
H 0.21921 0.42273 3.98279 -0.05 0.01 0.02
H 2.46717 -0.34784 3.46327 0.02 -0.01 0.00
H 5.08243 -0.31317 2.31273 0.01 -0.01 -0.02
H 5.92024 -0.32823 -0.26098 -0.02 0.00 0.00
H 3.68663 -0.43629 -1.76663 -0.03 -0.01 0.01
H 0.03717 -0.83148 5.94718 0.01 0.00 -0.01
H -0.19842 -2.98646 7.11792 0.00 -0.01 -0.01
H -0.60633 -5.05856 5.83168 0.00 0.00 -0.01
H -0.79718 -4.95533 3.36518 0.00 0.01 0.00
H -0.56595 -2.79764 2.19576 0.01 -0.04 -0.04
O 0.61385 -0.08453 -2.02306 0.34 0.17 -0.71
C 0.54719 0.91106 -2.77793 -0.23 -0.06 0.04
C 0.59149 2.29996 -2.20052 0.09 0.17 -0.13
C 1.12508 3.39564 -3.12417 -0.12 -0.02 -0.01
C 0.06624 3.92134 -4.09319 0.01 -0.11 0.02
C -0.71500 2.79993 -4.78258 0.11 0.00 0.00
C 0.17230 1.62517 -5.18271 -0.05 0.19 0.04
N 0.41941 0.68935 -4.08433 0.04 -0.03 -0.04
H 1.20306 2.22876 -1.30220 0.03 -0.04 0.04
H -0.41484 2.54997 -1.85006 -0.03 -0.13 0.07
H 1.99509 3.02271 -3.67101 0.02 0.03 0.01
H 1.47797 4.22258 -2.50791 0.06 -0.02 0.01
H 0.55138 4.54457 -4.84759 -0.01 0.04 0.02
H -0.63656 4.55548 -3.54878 0.01 0.05 -0.03
H -1.19653 3.19286 -5.67886 -0.04 -0.02 0.01
H -1.51045 2.42694 -4.13328 -0.03 0.00 -0.02
H 1.12164 1.98632 -5.58747 -0.01 -0.03 -0.03
H -0.31537 1.04679 -5.96502 0.01 -0.04 0.02
H 0.40367 -0.29265 -4.31531 0.00 -0.05 0.02

52
Properties=species:S:1:pos:R:3:forces:R:3 method="wB97M-V/def2-TZVPD" orbital_gap_ev=7.0 charge=+1 largest_force_ev_per_a=3.2
Pb 0.52108 0.71163 0.29414 0.71 0.80 0.19
C -0.06182 1.29406 4.49273 0.86 -0.91 -0.38
C -1.35346 0.77446 3.94977 -0.98 -0.34 0.62
C -2.51799 0.80529 4.77749 1.31 -0.27 -0.77
C -3.67947 0.24583 4.31982 0.50 -0.20 -1.44
C -3.72651 -0.23809 2.97613 1.06 0.86 -0.11
C -2.54496 -0.18333 2.21494 0.93 0.50 0.16
N -1.37323 0.28110 2.72053 -0.89 -0.37 0.04
Sb -2.33230 -0.94384 0.07421 -2.56 -0.85 -0.06
C -2.18557 0.69409 -1.47106 1.54 1.31 -0.41
C -2.89526 0.66402 -2.71401 1.21 -0.29 2.23
C -2.48745 1.54653 -3.69551 1.14 0.81 -0.27
C -1.44753 2.48200 -3.46539 -0.02 -1.23 0.14
C -0.88310 2.55185 -2.20039 -0.46 0.33 1.09
C 0.07289 3.67810 -1.76964 0.10 -1.20 -0.76
N -1.24769 1.66662 -1.24180 -0.66 -0.85 -0.71
C -0.56512 -2.24360 0.21375 0.98 -0.22 0.27
C -0.61723 -3.63217 -0.00713 -0.33 0.81 0.41
C 0.44973 -4.44918 0.42112 -0.78 0.54 -0.19
C 1.48777 -3.87005 1.14114 -0.16 -0.07 0.10
C 1.51323 -2.46998 1.27887 -0.53 -0.30 -0.44
C 2.64130 -1.82687 1.99573 1.18 -0.74 0.36
N 0.54086 -1.70860 0.76846 -0.06 -0.18 0.01
H 0.55843 0.46430 4.99451 -0.98 1.31 -0.63
H -0.31119 2.08768 5.17931 0.39 0.18 0.45
H 0.51567 1.70784 3.64631 -0.05 -0.18 0.51
H -2.40387 1.25672 5.75041 -0.27 -0.09 0.19
H -4.53003 0.20480 4.95989 -0.66 0.01 0.15
H -4.66787 -0.44320 2.50335 -0.23 -0.57 0.01
H -3.61265 -0.12487 -2.82815 -0.39 -0.01 -0.42
H -2.88687 1.49035 -4.69569 -0.25 -0.08 -0.07
H -0.90276 2.99391 -4.25567 -0.76 0.26 -0.10
H -0.31398 4.59511 -2.19445 0.00 0.31 0.05
H 1.07296 3.49421 -2.25521 -0.76 0.23 0.89
H 0.07685 3.77026 -0.66289 0.33 -0.14 -0.77
H -1.53638 -4.07127 -0.38911 0.31 0.03 -0.18
H 0.33978 -5.50976 0.18373 0.44 0.25 0.41
H 2.26028 -4.46078 1.65725 -0.39 0.24 -0.58
H 3.42883 -2.61670 1.95934 -0.20 0.94 0.54
H 2.41371 -1.54584 3.03947 -0.05 -0.36 -0.40
H 3.06693 -0.94023 1.52888 -0.22 0.04 -0.34
Br 4.04589 -0.30795 -5.63657 0.41 0.20 -0.49
C 3.20257 0.10458 -4.03034 -1.21 -1.39 0.98
C 3.56028 1.14520 -3.20613 -0.07 0.62 0.94
C 2.85733 1.33149 -1.99546 0.48 -0.58 -1.14
C 1.86499 0.46032 -1.59106 -0.57 0.54 1.95
C 1.62119 -0.66347 -2.30980 0.39 -1.52 -2.76
C 2.24961 -0.83296 -3.56597 0.43 -0.15 0.37
H 4.41688 1.77644 -3.41494 -0.17 0.03 -0.23
H 3.17782 2.09068 -1.32561 0.22 0.86 0.29
H 0.99492 -1.50625 -2.00592 -0.09 0.44 0.17
H 2.13251 -1.78045 -4.11338 -0.16 0.65 0.13

52
Properties=species:S:1:pos:R:3:forces:R:3 method="wB97M-V/def2-TZVPD" orbital_gap_ev=7.9 smiles="N#Cc1ccc(N2NC3=C(CCc4cc(C(=O)O)ccc43)[C@@H]2C2CCCC2)cc1Cl" charge=0 largest_force_ev_per_a=1.3
N 7.27896 3.25979 -0.80834 0.29 0.12 -0.05
C 6.25404 2.76222 -0.67234 0.52 0.27 -0.06
C 5.00402 2.13236 -0.51777 -0.75 -0.36 0.09
C 4.77215 0.87650 -1.08664 -0.01 0.28 0.13
C 3.56310 0.24050 -0.94032 -0.21 -0.11 -0.06
C 2.52160 0.84095 -0.21493 0.42 0.41 0.07
N 1.33601 0.20068 0.02231 -0.35 -0.12 0.29
N 0.25891 1.00441 0.50513 0.21 0.56 0.15
C -0.89570 0.50373 -0.11493 0.41 -0.98 -0.67
C -0.62894 -0.53667 -0.91908 0.05 0.61 0.35
C -1.66626 -1.14787 -1.79555 -0.11 0.05 0.09
H -1.68165 -0.62369 -2.75845 0.01 -0.08 -0.06
C -3.03011 -1.01987 -1.10900 0.09 -0.09 -0.11
C -3.27779 0.35903 -0.55364 0.01 0.07 0.07
C -4.54652 0.89815 -0.50623 -0.08 0.26 0.08
C -4.77214 2.15057 0.06829 0.41 -0.07 0.04
C -3.70896 2.87172 0.60560 -0.29 -0.05 -0.05
C -2.43495 2.34319 0.56361 0.14 -0.21 -0.05
C -2.21077 1.09384 -0.00864 -0.36 0.26 0.07
H -1.59877 2.89869 0.96000 0.09 0.09 0.03
H -3.88938 3.83904 1.04650 0.00 0.07 0.03
C -6.15297 2.67244 0.08276 -0.68 -0.08 -0.15
O -7.11077 2.09403 -0.36991 0.13 -0.01 0.02
O -6.26331 3.88109 0.65956 0.20 0.39 0.22
H -7.18922 4.16808 0.63590 0.08 -0.28 -0.12
H -5.39225 0.36322 -0.91247 -0.07 -0.07 -0.05
H -3.07039 -1.72561 -0.27113 0.01 -0.04 -0.04
H -3.82749 -1.28819 -1.80232 -0.04 -0.02 0.05
H -1.44386 -2.19682 -1.99614 -0.02 -0.01 -0.04
C 0.82453 -0.90682 -0.78780 -0.22 -0.51 0.02
H 1.32970 -0.93112 -1.76088 0.01 0.10 0.04
C 0.97258 -2.28023 -0.10166 0.13 0.36 0.06
H 0.50053 -3.02088 -0.75545 -0.03 -0.06 -0.05
C 2.40452 -2.72384 0.19722 -0.13 -0.15 -0.11
C 2.23096 -3.88980 1.17784 0.14 -0.04 0.02
C 0.87925 -3.65130 1.87978 -0.05 0.01 0.10
H 0.19747 -4.47740 1.67711 -0.02 -0.02 0.05
H 0.99163 -3.57459 2.96009 -0.05 -0.07 0.03
C 0.32690 -2.35347 1.28337 -0.13 -0.18 -0.14
H 0.66087 -1.50214 1.87835 0.00 0.12 0.00
H -0.76146 -2.34354 1.24475 -0.04 0.07 0.05
H 3.05462 -3.93149 1.88854 0.04 -0.08 -0.01
H 2.21324 -4.83641 0.63765 0.05 -0.03 0.02
H 2.94979 -3.02211 -0.69731 0.11 0.06 -0.06
H 2.94312 -1.90731 0.67927 0.03 0.08 -0.01
H 0.21902 1.01342 1.52355 0.01 -0.26 -0.12
C 2.74775 2.10740 0.34699 -0.08 0.03 -0.02
C 3.96272 2.73539 0.19634 0.16 -0.17 -0.17
Cl 4.20567 4.29627 0.89858 -0.06 -0.04 0.00
H 1.95829 2.60464 0.88414 -0.02 0.04 0.04
H 3.42673 -0.72679 -1.39292 -0.01 -0.12 0.00
H 5.56500 0.40663 -1.64937 0.04 -0.03 -0.03